# C24H25F4FeN6S2SbSe4

C24H25F4FeN6S2SbSe4 as an isolated structure at a distorted geometry (ωB97M-V with the def2-TZVPD basis set, the OMol25 dataset).

Summary:
**ΔE to the lowest compared entry with this formula, charge and spin**: 90.2 kJ/mol
**DFT total energy**: -369082.7501 eV
**E_HOMO (spin up / spin down)**: 0.28 / 0.28 eV
**HOMO-LUMO gap (spin up / spin down)**: 1.8 / 1.7 eV
**Max |F|**: 3.154 eV Å⁻¹

```
! RIJCOSX wB97M-V def2-TZVPD def2/J DEFGRID3
* xyz -2 5
Fe 8.360 13.176 10.536
C 11.404 11.098 13.691
N 11.793 11.513 12.333
C 12.242 10.499 11.404
C 12.111 12.922 12.113
C 10.846 13.796 12.044
N 10.144 13.831 10.776
C 10.334 14.954 9.993
C 11.132 14.721 8.877
F 11.291 13.415 8.477
C 11.838 15.722 8.222
F 12.704 15.393 7.241
C 11.666 17.057 8.561
C 10.690 17.313 9.543
F 10.337 18.628 9.770
C 10.182 16.337 10.359
F 9.457 16.753 11.455
H 12.205 10.491 14.075
H 10.571 10.392 13.520
H 11.090 11.875 14.344
H 13.291 10.214 11.496
H 12.130 10.836 10.344
H 11.659 9.558 11.491
H 12.728 13.083 11.208
H 12.768 13.202 12.966
H 11.111 14.823 12.350
H 10.109 13.406 12.753
H 12.198 17.895 8.077
S 7.031 12.804 12.514
C 7.264 11.238 13.066
N 7.958 10.229 12.540
C 7.429 8.907 12.866
C 6.544 9.036 14.115
S 6.311 10.790 14.480
H 8.463 10.299 11.630
H 8.235 8.160 12.896
H 6.842 8.461 12.013
H 7.048 8.488 14.918
H 5.598 8.504 13.937
C 5.752 12.505 7.115
C 6.694 12.317 8.112
N 7.060 13.318 8.958
C 6.646 14.593 8.687
C 5.745 14.845 7.665
C 5.294 13.800 6.865
C 5.126 16.190 7.479
C 5.672 17.351 7.000
C 6.978 17.517 6.410
C 7.460 16.618 5.427
C 8.748 16.893 4.916
N 9.322 18.084 5.062
C 8.725 18.896 5.934
N 7.652 18.698 6.636
H 5.451 11.698 6.455
H 6.988 11.312 8.380
H 7.028 15.408 9.324
H 4.635 14.033 6.004
H 4.032 16.255 7.775
H 5.103 18.292 7.084
H 6.922 15.682 5.183
H 9.301 16.191 4.233
H 9.246 19.824 6.028
Se 10.014 6.041 7.164
Sb 9.285 7.121 9.289
Se 9.296 9.544 9.554
Se 7.247 6.028 9.841
Se 10.780 5.998 10.782
*
```

# C24H25FN4O2

One molecule with the formula C24H25FN4O2 (ωB97M-V with the def2-TZVPD basis set, the OMol25 dataset).

Summary:
**ΔE to the lowest compared entry with this formula, charge and spin**: 92.3 kJ/mol
**DFT total energy**: -38066.8616 eV
**SMILES**: Cc1ccc2c(c1)-c1c(cnn1CC(=O)N1CCCN(Cc3ccccc3F)C1)CO2
**E_HOMO**: -7.98 eV
**HOMO-LUMO gap**: 8.8 eV
**Max |F|**: 0.980 eV Å⁻¹

```
! RIJCOSX wB97M-V def2-TZVPD def2/J DEFGRID3
* xyz 0 1
C 0.622 5.158 -0.767
C 1.358 3.902 -1.120
C 1.388 2.844 -0.223
C 2.049 1.660 -0.525
C 2.771 1.561 -1.732
C 2.730 2.617 -2.632
C 2.020 3.765 -2.333
H 1.995 4.573 -3.050
H 3.261 2.518 -3.566
O 3.468 0.447 -2.102
C 3.961 -0.404 -1.073
C 2.955 -0.568 0.010
C 2.055 0.458 0.276
N 1.248 0.013 1.266
N 1.585 -1.227 1.642
C 2.616 -1.588 0.899
H 3.066 -2.551 1.030
C 0.062 0.591 1.830
H -0.415 -0.203 2.413
H 0.315 1.409 2.516
C -0.937 1.173 0.821
O -1.499 2.222 1.082
N -1.126 0.517 -0.339
C -0.824 -0.878 -0.635
N -2.011 -1.668 -0.806
C -2.861 -1.126 -1.848
C -3.221 0.344 -1.601
H -3.763 0.750 -2.454
C -1.934 1.137 -1.377
H -2.148 2.161 -1.069
H -1.339 1.153 -2.297
H -3.859 0.431 -0.719
H -3.760 -1.741 -1.924
H -2.308 -1.212 -2.789
C -2.706 -1.980 0.433
C -1.809 -2.706 1.400
C -1.028 -3.785 0.999
C -0.171 -4.437 1.866
C -0.092 -4.017 3.182
C -0.876 -2.963 3.615
C -1.721 -2.317 2.730
H -2.336 -1.497 3.076
H -0.825 -2.637 4.643
H 0.578 -4.515 3.865
H 0.419 -5.262 1.501
F -1.101 -4.225 -0.274
H -3.110 -1.085 0.934
H -3.547 -2.630 0.168
H -0.230 -1.329 0.155
H -0.258 -0.910 -1.576
H 4.898 0.022 -0.672
H 4.194 -1.354 -1.561
H 0.883 2.951 0.722
H 1.257 5.810 -0.167
H -0.266 4.925 -0.183
H 0.328 5.701 -1.662
*
```

# C24H25I2N2O2PRuS

C24H25I2N2O2PRuS as an isolated structure (ωB97M-V with the def2-TZVPD basis set, the OMol25 dataset).

Summary:
**ΔE to the lowest compared entry with this formula, charge and spin**: 0.0 kJ/mol
**DFT total energy**: -71270.8630 eV
**E_HOMO (spin up / spin down)**: -10.46 / -10.47 eV
**HOMO-LUMO gap (spin up / spin down)**: 7.1 / 7.0 eV
**Max |F|**: 0.218 eV Å⁻¹

```
! RIJCOSX wB97M-V def2-TZVPD def2/J DEFGRID3
* xyz 1 2
Ru 0.984 -1.224 0.425
I 0.479 -0.802 3.033
C 4.379 -2.530 1.642
I 3.681 -0.792 0.833
H 4.027 -3.452 1.215
H 5.230 -2.438 2.295
O 1.487 -1.754 -1.712
C 1.277 -0.609 -1.403
C 1.301 0.660 -2.108
C 1.700 0.822 -3.433
C 1.712 2.103 -3.952
C 1.331 3.187 -3.160
C 0.922 3.011 -1.844
C 0.903 1.730 -1.316
P 0.344 1.175 0.336
C -1.457 1.387 0.259
C -2.183 1.437 1.448
C -3.567 1.512 1.411
C -4.232 1.540 0.193
C -3.513 1.495 -0.993
C -2.128 1.414 -0.962
C 0.892 2.494 1.451
C 0.187 3.699 1.480
C 0.652 4.757 2.245
C 1.817 4.622 2.987
C 2.515 3.423 2.970
C 2.053 2.362 2.207
H 2.006 -0.033 -4.023
H 2.027 2.271 -4.973
H 1.355 4.183 -3.581
H 0.628 3.862 -1.243
H -1.669 1.420 2.399
H -4.125 1.553 2.337
H -5.312 1.607 0.168
H -4.028 1.528 -1.943
H -1.579 1.372 -1.894
H -0.733 3.809 0.920
H 0.098 5.686 2.266
H 2.174 5.447 3.588
H 3.413 3.307 3.561
H 2.582 1.420 2.232
C 0.654 -4.017 2.054
C 1.279 -3.247 0.922
O 2.001 -3.829 0.134
H 0.631 -5.072 1.782
H -0.330 -3.644 2.319
H 1.303 -3.903 2.928
C -3.195 -4.636 -1.907
N -2.788 -3.483 -1.124
C -1.520 -3.149 -0.873
N -0.560 -3.864 -1.443
S -1.291 -1.805 0.176
H -4.275 -4.727 -1.849
H -2.755 -5.553 -1.511
H -2.922 -4.522 -2.959
H -3.493 -2.919 -0.679
H -0.782 -4.629 -2.058
H 0.414 -3.664 -1.268
*
```

# C24H25I2N2O4Rb

C24H25I2N2O4Rb as an isolated structure (ωB97M-V with the def2-TZVPD basis set, the OMol25 dataset).

Summary:
**ΔE to the lowest compared entry with this formula, charge and spin**: 4.0 kJ/mol
**DFT total energy**: -53323.7922 eV
**E_HOMO**: -2.08 eV
**HOMO-LUMO gap**: 5.6 eV
**Max |F|**: 0.216 eV Å⁻¹

```
! RIJCOSX wB97M-V def2-TZVPD def2/J DEFGRID3
* xyz -2 1
Rb -0.870 -0.504 -1.524
I -5.682 1.863 5.225
C -4.903 1.240 3.384
C -5.574 0.284 2.636
C -5.050 -0.111 1.423
I -6.059 -1.546 0.286
C -3.829 0.398 0.864
O -3.363 0.027 -0.239
C -3.186 1.397 1.692
C -1.907 2.012 1.200
N -0.782 1.087 1.303
C 0.512 1.728 1.119
C 1.596 0.682 1.191
C 2.548 0.673 2.204
C 3.470 -0.364 2.241
C 3.390 -1.366 1.290
C 2.401 -1.284 0.315
N 1.548 -0.265 0.253
C -3.718 1.789 2.903
H -6.499 -0.150 2.993
H -1.719 2.941 1.765
H -2.011 2.284 0.144
H -0.818 0.585 2.183
H 0.711 2.524 1.858
H 0.527 2.198 0.131
H 2.558 1.464 2.943
H 4.228 -0.395 3.015
H 4.065 -2.212 1.305
H 2.219 -2.068 -0.420
H -3.199 2.546 3.482
O 0.330 3.221 -4.771
C 0.561 2.592 -3.724
O -0.057 1.615 -3.234
C 1.757 3.093 -2.887
C 2.274 4.371 -3.084
C 3.333 4.834 -2.317
C 3.910 4.013 -1.354
C 3.415 2.729 -1.164
C 2.340 2.279 -1.921
H 1.822 4.983 -3.855
H 3.714 5.839 -2.467
H 4.741 4.372 -0.758
H 3.859 2.078 -0.419
H 1.927 1.291 -1.769
C 0.667 -5.250 -1.811
C -0.160 -4.208 -1.020
C -1.626 -4.303 -1.500
C -0.121 -4.606 0.474
O 0.331 -2.954 -1.203
H 0.295 -6.277 -1.697
H 1.705 -5.211 -1.470
H 0.651 -4.983 -2.871
H -2.056 -5.306 -1.375
H -1.668 -4.035 -2.560
H -2.242 -3.592 -0.942
H -0.486 -5.622 0.671
H -0.727 -3.897 1.040
H 0.912 -4.524 0.825
*
```

What did the third record say?
# C24H25I2N2O2PRuS

C24H25I2N2O2PRuS as an isolated structure (ωB97M-V with the def2-TZVPD basis set, the OMol25 dataset).

Summary:
**ΔE to the lowest compared entry with this formula, charge and spin**: 0.0 kJ/mol
**DFT total energy**: -71270.8630 eV
**E_HOMO (spin up / spin down)**: -10.46 / -10.47 eV
**HOMO-LUMO gap (spin up / spin down)**: 7.1 / 7.0 eV
**Max |F|**: 0.218 eV Å⁻¹

```
! RIJCOSX wB97M-V def2-TZVPD def2/J DEFGRID3
* xyz 1 2
Ru 0.984 -1.224 0.425
I 0.479 -0.802 3.033
C 4.379 -2.530 1.642
I 3.681 -0.792 0.833
H 4.027 -3.452 1.215
H 5.230 -2.438 2.295
O 1.487 -1.754 -1.712
C 1.277 -0.609 -1.403
C 1.301 0.660 -2.108
C 1.700 0.822 -3.433
C 1.712 2.103 -3.952
C 1.331 3.187 -3.160
C 0.922 3.011 -1.844
C 0.903 1.730 -1.316
P 0.344 1.175 0.336
C -1.457 1.387 0.259
C -2.183 1.437 1.448
C -3.567 1.512 1.411
C -4.232 1.540 0.193
C -3.513 1.495 -0.993
C -2.128 1.414 -0.962
C 0.892 2.494 1.451
C 0.187 3.699 1.480
C 0.652 4.757 2.245
C 1.817 4.622 2.987
C 2.515 3.423 2.970
C 2.053 2.362 2.207
H 2.006 -0.033 -4.023
H 2.027 2.271 -4.973
H 1.355 4.183 -3.581
H 0.628 3.862 -1.243
H -1.669 1.420 2.399
H -4.125 1.553 2.337
H -5.312 1.607 0.168
H -4.028 1.528 -1.943
H -1.579 1.372 -1.894
H -0.733 3.809 0.920
H 0.098 5.686 2.266
H 2.174 5.447 3.588
H 3.413 3.307 3.561
H 2.582 1.420 2.232
C 0.654 -4.017 2.054
C 1.279 -3.247 0.922
O 2.001 -3.829 0.134
H 0.631 -5.072 1.782
H -0.330 -3.644 2.319
H 1.303 -3.903 2.928
C -3.195 -4.636 -1.907
N -2.788 -3.483 -1.124
C -1.520 -3.149 -0.873
N -0.560 -3.864 -1.443
S -1.291 -1.805 0.176
H -4.275 -4.727 -1.849
H -2.755 -5.553 -1.511
H -2.922 -4.522 -2.959
H -3.493 -2.919 -0.679
H -0.782 -4.629 -2.058
H 0.414 -3.664 -1.268
*
```

Among the records above, which one has the highest ΔE to the lowest compared entry with this formula, charge and spin? C24H25FN4O2